(1)
Entry from the Open Molecules 2025 dataset: 3 unconnected molecules or ions with the total composition C31H69B2I2N4O10P2 at a distorted geometry (wB97M-V/def2-TZVPD).

Last column: Mulliken charge in e.
Positions of all 120 atoms, in Å:
C 2.888 4.546 7.463  -0.75
C 4.056 4.024 6.398  -0.41
C 3.311 3.336 5.061  -0.14
C 2.999 4.414 3.877  0.64
C 4.471 4.913 3.344  -1.22
C 1.886 3.945 2.720  1.51
C 2.619 3.394 1.393  -1.09
I 4.057 1.709 1.799  0.17
C 1.966 2.924 0.001  -0.57
C 1.530 4.135 -1.080  -0.92
I 0.468 1.340 -0.129  0.05
C 0.660 3.066 3.445  -0.45
B 0.693 1.433 3.573  0.81
N -0.488 0.525 3.138  -0.48
O 1.806 0.636 4.206  -0.67
N -0.441 3.366 2.460  0.44
C -0.393 4.622 1.915  -1.55
B -1.595 5.218 0.991  0.06
O -1.457 6.111 -0.193  -0.56
C -3.157 4.829 1.453  -0.31
C -4.042 6.205 1.123  -0.80
C 0.945 5.342 2.630  0.31
C 1.521 6.527 1.656  0.34
C 2.569 7.603 2.310  -0.11
N 3.553 8.166 1.271  -0.58
C 0.090 5.850 3.961  0.34
C -0.136 7.448 4.130  -0.11
C 0.764 8.206 5.319  -0.83
N -1.005 8.257 3.438  -0.71
H 2.917 5.734 7.516  0.17
H 1.803 4.235 7.160  0.19
H 3.118 4.073 8.519  0.30
H 4.743 3.225 6.934  0.38
H 4.709 4.951 6.143  0.15
H 2.371 2.843 5.576  -0.06
H 4.019 2.444 4.761  0.20
H 2.661 5.392 4.475  -0.32
H 5.287 4.042 3.311  0.27
H 4.442 5.542 2.338  0.16
H 4.943 5.690 4.122  0.37
H 3.345 4.265 0.991  0.41
H 2.889 2.425 -0.607  0.77
H 1.608 3.598 -2.147  0.40
H 2.316 5.000 -1.124  0.26
H 0.420 4.458 -0.993  0.13
H 0.478 3.280 4.609  -0.08
H -1.402 1.019 3.331  0.21
H -0.463 -0.365 3.683  0.21
H 2.043 -0.070 3.537  0.25
H -1.246 2.812 2.086  0.53
H -1.494 7.073 0.108  0.45
H -3.591 3.942 0.821  0.33
H -3.111 4.590 2.615  0.29
H -4.345 6.273 -0.029  0.28
H -5.027 6.195 1.759  0.31
H -3.406 7.172 1.365  0.19
H 2.114 6.061 0.762  -0.38
H 0.660 7.190 1.160  0.03
H 3.070 7.284 3.313  0.05
H 1.903 8.556 2.595  0.20
H 4.542 7.992 1.546  0.29
H 3.326 7.823 0.312  0.25
H -1.011 5.387 4.025  0.31
H 0.572 5.469 4.987  0.06
H 0.916 7.542 6.270  0.25
H 0.210 9.191 5.628  0.37
H 1.832 8.496 4.903  0.17
H -1.490 7.611 2.776  0.31
O 1.122 -2.974 -1.218  -0.74
P 2.095 -4.175 -1.304  1.06
O 1.103 -5.192 -0.430  -0.40
C -0.280 -5.307 -0.751  -0.27
C -0.520 -6.196 -1.953  -0.64
O 3.058 -3.691 -0.035  -0.37
C 3.101 -2.325 0.356  -0.51
C 2.064 -2.035 1.430  0.01
O 3.182 -5.517 -1.400  -0.35
C 2.843 -6.768 -1.953  -0.08
C 2.740 -6.715 -3.459  -1.08
H -0.737 -4.324 -0.907  0.26
H -0.772 -5.749 0.123  0.32
H 0.009 -5.821 -2.835  0.05
H -1.585 -6.254 -2.191  0.25
H -0.170 -7.217 -1.768  0.23
H 2.984 -1.667 -0.514  0.26
H 4.098 -2.128 0.761  0.36
H 1.073 -2.425 1.168  0.19
H 1.978 -0.959 1.604  -0.50
H 2.343 -2.518 2.370  0.35
H 1.946 -7.172 -1.488  0.23
H 3.647 -7.463 -1.684  0.34
H 2.098 -5.894 -3.791  0.27
H 2.348 -7.658 -3.852  0.34
H 3.727 -6.545 -3.900  0.33
O -5.178 -6.095 -6.662  -0.75
P -4.205 -7.296 -6.748  1.02
O -5.197 -8.313 -5.874  -0.39
C -6.580 -8.429 -6.196  -0.29
C -6.820 -9.318 -7.398  -0.96
O -3.242 -6.812 -5.480  -0.28
C -3.199 -5.446 -5.089  -0.33
C -4.236 -5.156 -4.015  -1.04
O -3.118 -8.638 -6.845  -0.34
C -3.457 -9.889 -7.398  -0.11
C -3.560 -9.837 -8.904  -1.08
H -7.037 -7.445 -6.352  0.30
H -7.072 -8.870 -5.322  0.31
H -6.291 -8.942 -8.280  0.17
H -7.885 -9.375 -7.636  0.40
H -6.470 -10.338 -7.213  0.26
H -3.316 -4.789 -5.958  0.38
H -2.202 -5.249 -4.683  0.31
H -5.227 -5.546 -4.276  0.30
H -4.322 -4.080 -3.841  0.35
H -3.957 -5.640 -3.075  0.25
H -4.354 -10.294 -6.933  0.22
H -2.653 -10.585 -7.129  0.32
H -4.202 -9.016 -9.235  0.29
H -3.952 -10.779 -9.297  0.34
H -2.573 -9.667 -9.345  0.33

Summary:
Largest force on an atom: 9.39 eV/A
Molecular weight: 995.3 g/mol
Net charge: +1
E: -95817.1239 eV


(2)
Entry from the Open Molecules 2025 dataset: 3 unconnected molecules or ions with the total composition C16H31BrNO2 at a distorted geometry (wB97M-V/def2-TZVPD).

Last column: natural (NBO) charge in e.
Positions of all 51 atoms, in Å:
C 5.046 3.896 -3.042  -0.28
C 4.066 3.306 -3.407  0.02
C 2.964 2.564 -4.056  -0.07
N 2.752 1.251 -3.414  -0.82
Br 3.406 2.274 -5.966  -0.05
C 1.604 3.383 -3.930  0.75
O 1.425 3.900 -2.817  -0.75
O 0.869 3.383 -4.929  -0.74
H 5.929 4.455 -2.857  0.22
H 3.402 1.181 -2.642  0.36
H 2.964 0.551 -4.111  0.37
C 3.696 -2.182 1.573  -0.61
C 3.795 -0.659 1.572  -0.40
C 2.658 0.023 2.330  -0.40
C 1.262 -0.224 1.757  -0.40
C 1.084 0.190 0.297  -0.40
C 1.284 1.683 0.055  -0.62
H 2.791 -2.527 1.071  0.20
H 4.549 -2.621 1.051  0.20
H 3.691 -2.571 2.593  0.19
H 3.834 -0.294 0.543  0.20
H 4.742 -0.368 2.035  0.19
H 2.852 1.098 2.364  0.21
H 2.672 -0.317 3.372  0.19
H 0.535 0.319 2.371  0.19
H 1.007 -1.284 1.861  0.19
H 0.070 -0.079 -0.015  0.19
H 1.761 -0.379 -0.347  0.19
H 0.586 2.268 0.658  0.19
H 1.109 1.929 -0.994  0.26
H 2.300 2.002 0.297  0.19
C -5.353 -3.092 1.814  -0.61
C -5.318 -2.181 0.590  -0.40
C -3.935 -2.076 -0.050  -0.40
C -2.852 -1.475 0.846  -0.40
C -3.150 -0.075 1.380  -0.40
C -3.291 0.976 0.282  -0.61
H -4.712 -2.717 2.614  0.20
H -6.367 -3.163 2.212  0.20
H -5.023 -4.101 1.558  0.20
H -5.686 -1.188 0.862  0.19
H -6.016 -2.571 -0.156  0.20
H -4.015 -1.489 -0.969  0.21
H -3.612 -3.075 -0.362  0.20
H -1.916 -1.444 0.280  0.21
H -2.668 -2.144 1.692  0.19
H -2.332 0.220 2.043  0.20
H -4.053 -0.088 1.997  0.19
H -2.385 1.033 -0.324  0.22
H -3.464 1.962 0.715  0.21
H -4.130 0.757 -0.381  0.20

Summary:
Largest force on an atom: 1.26 eV/A
Molecular weight: 349.3 g/mol
Net charge: -1
E: -92722.6716 eV


(3)
Entry from the Open Molecules 2025 dataset: 2 unconnected molecules or ions with the total composition C2H10NO at a distorted geometry (wB97M-V/def2-TZVPD).

Last column: natural (NBO) charge in e.
Positions of all 14 atoms, in Å:
O -0.353 -1.162 2.479  -0.98
H 0.104 -1.030 3.315  0.50
H -0.407 0.053 0.991  0.48
H -0.610 -2.089 2.544  0.50
C 1.025 0.097 -1.582  -0.63
C -0.424 0.184 -1.087  -0.23
N -0.492 0.797 0.286  -0.69
H 1.606 0.801 -0.987  0.21
H 1.135 0.498 -2.586  0.26
H 1.436 -0.902 -1.516  0.25
H -0.900 -0.785 -1.133  0.24
H -1.077 0.808 -1.697  0.23
H -1.341 1.315 0.495  0.44
H 0.298 1.416 0.477  0.43

Summary:
Energy relative to the best compared isomer or geometry (same formula, charge and spin): 0.210 eV
Largest force on an atom: 1.25 eV/A
Molecular weight: 64.1 g/mol
Net charge: +1
E: -5767.4718 eV


(4)
Entry from the Open Molecules 2025 dataset: 2 unconnected molecules or ions with the total composition C3H7NO2 (wB97M-V/def2-TZVPD).

Last column: natural (NBO) charge in e.
Positions of all 13 atoms, in Å:
C -0.930 -0.702 -2.466  -0.72
C -1.556 0.414 -1.670  0.46
O -0.942 1.110 -0.903  -0.54
H -1.013 -0.482 -3.529  0.24
H -1.392 -1.664 -2.251  0.24
H 0.124 -0.729 -2.186  0.23
H -2.625 0.593 -1.883  0.11
N 1.150 0.696 1.042  -0.82
C 1.410 -0.254 1.971  0.53
O 0.825 -1.308 2.068  -0.61
H 1.674 1.555 1.020  0.39
H 0.645 0.456 0.195  0.42
H 2.238 0.043 2.643  0.09

Summary:
Energy relative to the best compared isomer or geometry (same formula, charge and spin): 1.132 eV
Largest force on an atom: 0.81 eV/A
Molecular weight: 89.1 g/mol
E: -8809.3966 eV